Density functional theory data (ωB97M-V/def2-TZVPD) for the molecule C2H4N4S.

The HOMO energy is -8.5 eV. The charge is 0. The value obtained for the frontier orbital gap is 8.6 eV. The value obtained for the energy is -18929.3067 eV. Its SMILES is [H]/N=c1/cn[nH]n1S. The energy relative to the best compared isomer or geometry (same formula, charge and spin) comes out at 120.94 kcal/mol.

Bonds (Å) are listed after each position.
Atoms and positions in Å:
1 C 0.345 -1.517 0.304  C2 1.479, H5 1.007, N9 1.270
2 C -0.194 -0.607 -0.730  C1 1.479, N7 1.333, N10 1.224
3 H -0.892 2.343 0.843  S11 1.623
4 H 1.481 0.864 1.368  N8 0.968
5 H 0.395 -2.513 0.451  C1 1.007
6 H -1.578 0.044 -2.044  N10 1.242
7 N 0.278 0.530 -0.221  C2 1.333, N8 1.328, S11 1.681
8 N 0.650 0.481 1.053  H4 0.968, N7 1.328, N9 1.291
9 N 0.627 -0.786 1.303  C1 1.270, N8 1.291
10 N -0.869 -0.916 -1.704  C2 1.224, H6 1.242
11 S -0.243 2.077 -0.621  H3 1.623, N7 1.681


Density functional theory data (ωB97M-V/def2-TZVPD) for a cluster of 2 separate species, C6H14O3 in total.

The HOMO energy is -8.7 eV. The charge is 0. The value obtained for the frontier orbital gap is 9.4 eV. The value obtained for the energy is -12591.2006 eV. Its SMILES is CC(C)(O)O.C=C(C)O. The energy relative to the best compared isomer or geometry (same formula, charge and spin) comes out at 20.69 kcal/mol.

Bonds (Å) are listed after each position.
Atoms and positions in Å:
1 C 1.489 -0.540 -0.188  C2 1.530, C3 1.521, O4 1.369, O5 1.519
2 C 1.591 0.958 0.106  C1 1.530, H8 1.087, H9 1.087, H11 1.088
3 C 2.854 -1.202 -0.305  C1 1.521, H10 1.086, H12 1.086, H13 1.088
4 O 0.773 -0.805 -1.324  C1 1.369, H6 1.004
5 O 0.737 -1.163 0.975  C1 1.519, H7 0.959
6 H -0.190 -0.548 -1.201  O4 1.004
7 H 1.350 -1.585 1.580  O5 0.959
8 H 0.600 1.369 0.282  C2 1.087
9 H 2.191 1.127 0.996  C2 1.087
10 H 3.391 -0.765 -1.141  C3 1.086
11 H 2.058 1.454 -0.742  C2 1.088
12 H 2.725 -2.263 -0.497  C3 1.086
13 H 3.436 -1.051 0.602  C3 1.088
14 C -2.891 1.644 0.080  C15 1.501, H19 1.092, H20 1.089, H21 1.095
15 C -2.141 0.360 0.282  C14 1.501, C16 1.344, O17 1.341
16 C -2.135 -0.644 -0.611  C15 1.344, H22 1.076, H23 1.079
17 O -1.421 0.343 1.414  C15 1.341, H18 1.041
18 H -0.652 -0.358 1.369  O17 1.041
19 H -3.542 1.820 0.939  C14 1.092
20 H -2.193 2.478 0.019  C14 1.089
21 H -3.504 1.604 -0.827  C14 1.095
22 H -2.800 -0.625 -1.457  C16 1.076
23 H -1.724 -1.606 -0.350  C16 1.079


Density functional theory data (ωB97M-V/def2-TZVPD) for a cluster of 2 separate species, C8H11N2S in total.

The HOMO energy (alpha / beta) is -10.5 / -10.5 eV. The charge is +1. The value obtained for the frontier orbital gap (alpha / beta) is 4.8 / 4.8 eV. The value obtained for the energy is -22279.2219 eV. The energy relative to the best compared isomer or geometry (same formula, charge and spin) comes out at 58.79 kcal/mol.

Bonds (Å) are listed after each position.
Atoms and positions in Å:
1 C 3.447 -0.248 -0.198  C2 1.477, C3 1.359, H12 1.104
2 C 2.481 -1.307 0.156  C1 1.477, C4 1.389, H13 1.041
3 C 3.130 1.074 -0.173  C1 1.359, C5 1.412, H14 1.109
4 C 1.150 -0.930 0.275  C2 1.389, C6 1.441, H15 1.153
5 C 1.785 1.466 0.003  C3 1.412, C6 1.437, H16 1.021
6 C 0.774 0.456 0.152  C4 1.441, C5 1.437, N9 1.377
7 C -3.021 -1.304 -0.371  N10 1.314, H17 1.061, H18 1.049
8 C -2.217 2.686 0.098  S11 1.611, H19 1.088, H20 1.098
9 N -0.557 0.777 0.311  C6 1.377, S11 1.618
10 N -2.610 -2.515 -0.068  C7 1.314, H21 0.966, H22 1.049
11 S -0.752 2.342 0.673  C8 1.611, N9 1.618
12 H 4.527 -0.473 -0.179  C1 1.104
13 H 2.694 -2.325 0.191  C2 1.041
14 H 3.979 1.780 -0.271  C3 1.109
15 H 0.438 -1.795 0.551  C4 1.153
16 H 1.611 2.470 -0.056  C5 1.021
17 H -2.912 -1.003 -1.382  C7 1.061
18 H -3.598 -0.693 0.255  C7 1.049
19 H -2.735 1.941 -0.502  C8 1.088
20 H -2.741 3.596 0.417  C8 1.098
21 H -2.082 -2.988 -0.724  N10 0.966
22 H -2.789 -3.007 0.842  N10 1.049


Density functional theory data (ωB97M-V/def2-TZVPD) for the molecule C4H7FN2O.

The HOMO energy is -8.7 eV. The charge is 0. The value obtained for the frontier orbital gap is 9.6 eV. The value obtained for the energy is -12004.1528 eV. Its SMILES is CC(=C\F)/N=C/NO. The energy relative to the best compared isomer or geometry (same formula, charge and spin) comes out at 66.97 kcal/mol.

Bonds (Å) are listed after each position.
Atoms and positions in Å:
1 C 1.508 0.333 -1.703  C2 1.489, H5 1.055, H6 1.138, H7 1.094
2 C 0.614 0.584 -0.539  C1 1.489, C3 1.326, N12 1.417
3 C 0.598 1.712 0.159  C2 1.326, H8 1.080, F15 1.350
4 C -0.389 -0.894 0.954  H9 1.117, N12 1.279, N13 1.366
5 H 2.158 -0.475 -1.513  C1 1.055
6 H 2.146 1.244 -1.943  C1 1.138
7 H 0.908 0.089 -2.585  C1 1.094
8 H -0.095 1.919 0.961  C3 1.080
9 H 0.262 -0.552 1.794  C4 1.117
10 H -1.712 -1.815 2.168  N13 1.019
11 H -1.947 -1.575 -0.466  O14 0.991
12 N -0.313 -0.447 -0.242  C2 1.417, C4 1.279
13 N -1.261 -1.901 1.258  C4 1.366, H10 1.019, O14 1.392
14 O -2.220 -2.162 0.285  H11 0.991, N13 1.392
15 F 1.453 2.720 -0.115  C3 1.350